Record 1
ORCA calculation (wB97M-V/def2-TZVPD) on a molecular structure, C3H2BaFO3 at a distorted geometry.

Computed properties:
total charge	+2
energy relative to the best compared isomer or geometry (same formula, charge and spin)	0.00	kJ/mol
2S+1	2

XYZ file:
```
10
Properties=species:S:1:pos:R:3:forces:R:3:lowdin_charge:R:1
C 0.9106 -0.4125 0.8471 -1.99 4.17 1.51 -0.398
C 1.1503 0.9095 0.2068 4.42 -2.59 5.32 -0.081
O 0.2569 0.8710 -0.8376 -1.55 -0.22 -2.86 0.142
C -0.7054 -0.0332 -0.5944 4.00 0.42 3.41 -0.478
O -0.3246 -0.7334 0.5682 -4.21 -1.34 -2.64 0.182
O -1.7276 -0.1823 -1.1579 -2.98 -0.69 -1.48 0.037
Ba -4.5690 -1.4098 -1.5866 1.00 0.42 0.13 1.986
F 1.6441 -1.3857 1.1682 2.10 -1.82 0.24 0.231
H 1.0821 1.8391 0.7925 -0.59 -0.44 -0.20 0.150
H 2.2826 0.5372 0.5935 -0.20 2.10 -3.43 0.229
```
Positions in Å, forces in eV/Å.

***

Record 2
ORCA calculation (wB97M-V/def2-TZVPD) on C3H2Br2 in the gas phase at a distorted geometry.

Computed properties:
structure (SMILES)	BrC1=C[C@@H]1Br
energy relative to the best compared isomer or geometry (same formula, charge and spin)	12.73	kJ/mol
2S+1	1

XYZ file:
```
7
Properties=species:S:1:pos:R:3:forces:R:3:lowdin_charge:R:1
Br -0.3538 -3.1922 1.1839 -0.30 0.76 -0.82 0.737
C -0.2068 -1.5736 0.2520 2.17 0.93 0.32 -0.710
C -0.4862 -0.4940 -0.3995 1.27 -0.14 0.84 -0.105
C 0.8791 -0.4038 0.2303 -2.17 -2.40 1.00 -0.670
Br 2.4757 -0.5624 -0.9145 -0.71 0.16 0.86 0.572
H -1.0164 0.2465 -0.9070 -1.34 0.35 -0.83 0.084
H 0.9018 -0.0158 1.2791 1.08 0.35 -1.38 0.092
```
Positions in Å, forces in eV/Å.

***

Record 3
ORCA calculation (wB97M-V/def2-TZVPD) on a molecular structure, C3H2Br2ClF at a distorted geometry.

Computed properties:
energy relative to the best compared isomer or geometry (same formula, charge and spin)	239.60	kJ/mol
2S+1	1

XYZ file:
```
9
Properties=species:S:1:pos:R:3:forces:R:3:lowdin_charge:R:1
C 0.6492 -0.1995 -0.2032 1.38 -0.32 -3.44 -0.384
C -0.4684 0.1664 -1.3276 -0.41 0.11 2.22 -0.626
C 0.4092 -0.0960 1.2556 -0.33 0.14 -1.24 -1.282
F -0.8742 1.4532 -1.3131 0.50 -0.46 -0.06 -0.047
Cl -1.8838 -0.8604 -1.3890 0.49 0.11 -0.11 0.627
Br -0.7564 -1.2802 2.0356 -0.34 -0.52 0.32 0.714
Br 0.5652 1.5606 2.0362 0.10 0.60 0.29 0.726
H 0.8688 -1.3165 -0.5400 0.01 2.33 0.98 0.134
H 1.4906 0.5725 -0.5545 -1.41 -2.00 1.04 0.137
```
Positions in Å, forces in eV/Å.

***

Record 4
ORCA calculation (wB97M-V/def2-TZVPD) on a gas-phase ion, C3H2Br2N3O2 (charge +1) at a distorted geometry.

Computed properties:
total charge	+1
structure (SMILES)	O=NOn1cc(Br)[n+](Br)c1
energy relative to the best compared isomer or geometry (same formula, charge and spin)	0.00	kJ/mol
2S+1	1

XYZ file:
```
12
Properties=species:S:1:pos:R:3:forces:R:3:lowdin_charge:R:1
O 2.6206 -0.3034 1.2212 0.14 -0.43 -2.77 0.145
N 2.7288 -0.3636 0.0429 2.11 -1.38 4.46 0.043
O 1.9966 0.6563 -0.5853 -1.93 1.79 -1.50 -0.031
N 0.6840 0.3769 -0.3531 -3.47 0.21 0.59 -0.121
C 0.1454 -0.9221 -0.7491 -4.71 3.36 2.69 0.058
C -1.3035 -0.7656 -0.2523 3.50 -0.15 -0.99 -0.605
Br -2.6439 -2.1927 -0.4019 1.50 2.04 0.32 0.754
N -1.4827 0.5546 0.3475 3.53 -1.49 -1.78 -0.526
Br -3.1075 1.0881 1.0838 0.73 0.05 -0.26 0.883
C -0.2452 1.2880 0.2733 -0.62 -3.72 -0.94 0.056
H 0.6933 -1.7667 -1.2735 -0.78 1.50 0.86 0.161
H -0.0859 2.3502 0.6465 -0.01 -1.79 -0.67 0.182
```
Positions in Å, forces in eV/Å.

***

Record 5
ORCA calculation (wB97M-V/def2-TZVPD) on C3H2Br2O in the gas phase at a distorted geometry.

Computed properties:
structure (SMILES)	C#CC(O)(Br)Br
energy relative to the best compared isomer or geometry (same formula, charge and spin)	217.37	kJ/mol
2S+1	1

XYZ file:
```
8
Properties=species:S:1:pos:R:3:forces:R:3:lowdin_charge:R:1
C -0.8664 -0.3120 1.4478 -3.94 -1.18 1.54 0.089
C 0.0086 -0.1316 0.6773 4.97 0.65 -2.56 -0.175
C 1.3072 -0.0642 -0.2370 -1.58 0.82 1.90 -1.121
O 0.8430 0.0255 -1.4828 -1.14 -0.16 0.20 -0.086
Br 2.5642 1.6646 0.2361 -1.35 -1.70 -0.38 0.447
Br 2.3837 -1.6787 0.1353 -0.18 0.63 -0.19 0.658
H -1.8607 -0.6245 1.8870 2.04 0.82 -0.46 0.078
H 1.3924 0.2886 -2.2110 1.18 0.13 -0.04 0.109
```
Positions in Å, forces in eV/Å.

***

Record 6
ORCA calculation (wB97M-V/def2-TZVPD) on 2 unconnected molecules or ions with the total composition C3H2Br2O2 at a distorted geometry.

Computed properties:
structure (SMILES)	O=C=C(Br)Br.C=O
energy relative to the best compared isomer or geometry (same formula, charge and spin)	272.04	kJ/mol
2S+1	1

XYZ file:
```
9
Properties=species:S:1:pos:R:3:forces:R:3:lowdin_charge:R:1
O 1.4502 -0.6822 2.5069 -0.46 -0.52 -1.77 0.174
C 1.4162 -0.8262 1.3384 0.47 1.36 5.34 -0.413
C 1.5623 -0.8815 0.0874 -0.14 -0.79 -3.76 -1.169
Br 1.5325 0.6557 -1.0089 0.42 -0.46 0.21 0.759
Br 1.4090 -2.6637 -0.5815 0.10 0.47 -0.15 0.714
C -1.8288 1.0440 -0.5617 -1.14 -0.78 -0.93 -0.159
O -1.2750 0.0823 -0.0836 -1.52 0.65 -0.79 -0.052
H -2.7244 1.2417 -1.2778 0.58 -2.13 0.67 0.109
H -1.5420 2.0298 -0.4192 1.69 2.22 1.17 0.038
```
Positions in Å, forces in eV/Å.

***

Record 7
ORCA calculation (wB97M-V/def2-TZVPD) on 2 unconnected molecules or ions with the total composition C3H2Br2OS2 at a distorted geometry.

Computed properties:
energy relative to the best compared isomer or geometry (same formula, charge and spin)	85.67	kJ/mol
2S+1	1

XYZ file:
```
10
Properties=species:S:1:pos:R:3:forces:R:3:lowdin_charge:R:1
C 2.3084 -0.9788 -1.1365 -0.31 1.16 0.55 -0.283
C 1.6101 0.1176 -0.7908 -0.39 -0.49 -1.20 -0.588
C -1.6381 -0.0228 1.3672 2.21 0.52 0.59 -1.063
O 2.9355 -1.9125 -1.4241 -0.54 0.55 0.17 0.185
S -2.9388 1.2765 -0.8454 -0.72 0.67 -0.46 0.051
S -1.7779 1.4827 0.6577 0.32 -2.12 0.34 0.293
Br 2.1166 1.2185 0.6959 -0.13 -0.61 -0.60 0.641
Br -2.7998 -1.4835 1.0467 0.99 0.86 0.16 0.638
H 0.7648 0.4770 -1.4594 1.31 -0.62 1.10 0.081
H -0.5808 -0.1746 1.8886 -2.73 0.08 -0.64 0.045
```
Positions in Å, forces in eV/Å.

***

Record 8
ORCA calculation (wB97M-V/def2-TZVPD) on a molecular structure, C3H2Br3O2 at a distorted geometry.

Computed properties:
total charge	-1
energy relative to the best compared isomer or geometry (same formula, charge and spin)	0.00	kJ/mol
2S+1	1

XYZ file:
```
10
Properties=species:S:1:pos:R:3:forces:R:3:lowdin_charge:R:1
C 0.5615 1.9844 -1.8357 1.21 1.58 1.88 -0.796
C 0.5336 -0.5591 0.1060 0.56 -1.78 -1.49 -0.126
C 1.4768 -0.7801 -0.8326 -2.32 -0.14 -0.20 -1.209
O 0.0276 1.6379 -2.7859 -0.44 -0.92 -2.05 0.022
O 1.3061 2.3765 -1.0151 0.01 -0.44 -0.49 0.038
Br -1.7023 2.4411 -0.6006 -0.80 0.09 0.69 -0.303
Br 3.2888 -0.5132 -0.6150 0.56 0.06 0.14 0.680
Br 0.9685 -1.3792 -2.6777 0.44 0.37 1.60 0.578
H 0.7420 -0.4837 1.1467 0.70 0.79 0.51 0.057
H -0.5077 -0.8196 -0.0517 0.09 0.39 -0.58 0.059
```
Positions in Å, forces in eV/Å.

***

Record 9
ORCA calculation (wB97M-V/def2-TZVPD) on 2 unconnected molecules or ions with the total composition C3H2BrCl3 at a distorted geometry.

Computed properties:
energy relative to the best compared isomer or geometry (same formula, charge and spin)	356.08	kJ/mol
2S+1	1

XYZ file:
```
9
Properties=species:S:1:pos:R:3:forces:R:3:lowdin_charge:R:1
C 0.2025 -0.5592 0.7435 0.18 -0.90 -0.54 -0.665
C -0.9110 0.3296 0.1799 -0.51 0.50 0.23 -0.664
C 0.4862 0.6024 -0.0937 0.44 -0.11 -0.57 -0.687
Cl 0.3423 -2.1919 0.0946 -0.09 0.38 0.17 0.644
Cl -1.8013 1.3973 1.2774 0.34 -0.17 -0.30 0.652
Cl 1.5100 1.8926 -0.0744 -0.30 -0.34 -0.01 0.847
Br 1.2850 -0.8431 -3.3436 -0.32 0.50 1.13 -0.357
H 0.4494 -0.5506 1.7996 0.06 0.33 -0.05 0.114
H -1.5631 -0.0771 -0.5832 0.21 -0.18 -0.06 0.116
```
Positions in Å, forces in eV/Å.

***

Record 10
ORCA calculation (wB97M-V/def2-TZVPD) on a molecular structure, C3H2BrI at a distorted geometry.

Computed properties:
energy relative to the best compared isomer or geometry (same formula, charge and spin)	242.07	kJ/mol
2S+1	1

XYZ file:
```
7
Properties=species:S:1:pos:R:3:forces:R:3:lowdin_charge:R:1
C -0.9496 1.3436 1.2935 -0.33 0.53 0.46 -0.040
C -0.5278 0.5534 0.5083 2.35 -3.78 -3.03 -0.124
C 0.4228 -0.8990 -0.7438 -1.48 3.22 2.50 -1.199
Br 0.2251 -0.2122 -2.4815 0.05 -0.18 -0.02 0.611
I 2.3825 -1.0858 -0.0060 -0.39 -0.01 -0.15 0.779
H -1.3510 2.0505 1.9644 -0.14 0.27 0.25 0.001
H -0.2020 -1.7505 -0.5349 -0.06 -0.04 0.00 -0.028
```
Positions in Å, forces in eV/Å.

***

- Which value of energy relative to the best compared isomer or geometry (same formula, charge and spin) does entry 4 give?
  0.00 kJ/mol